1.
Density functional theory data (ωB97M-V/def2-TZVPD) for a gas-phase ion, C2H6O2PS2 (charge -1) at a distorted geometry.

Geometry as XYZ:
```
13
Properties=species:S:1:pos:R:3:lowdin_charge:R:1
C -2.66929 -0.73830 0.65450 -0.51
S -1.95972 -0.57722 -1.00008 0.52
P -0.09523 0.37167 -0.37876 -0.05
O -0.22204 0.67549 1.07056 -0.48
O 0.34036 1.48282 -1.34355 -0.47
S 1.49222 -1.15210 -0.29291 0.48
C 2.59182 0.33026 -0.42849 -0.52
H -2.76128 -1.71835 1.07223 0.01
H -3.46520 -0.07812 0.84783 0.00
H -1.82441 -0.27125 1.22482 -0.01
H 3.68321 -0.03755 -0.26784 0.05
H 2.23555 1.11668 0.25440 0.02
H 2.65402 0.59597 -1.41270 -0.04
```

Results
Max |F|, Eh/bohr: 0.07832
Calculated total energy, eV: -37229.0678
Net charge: -1
LUMO energy, eV: 3.42
HOMO-LUMO gap, eV: 7.9846
SMILES string: CSP(=O)([O-])SC
Spin multiplicity: 1
ΔE to the lowest compared entry with this formula, charge and spin, kcal per mole: 0.98



2.
Density functional theory data (ωB97M-V/def2-TZVPD) for C4H9N3S in the gas phase at a distorted geometry.

Geometry as XYZ:
```
17
Properties=species:S:1:pos:R:3:lowdin_charge:R:1
C -1.06065 0.95480 0.17975 -0.08
N -0.47779 0.18571 -0.86426 -0.21
C -0.12913 0.95154 -2.05372 -0.07
C 0.05317 -1.05493 -0.75480 -0.20
N 0.14095 -1.89200 0.23151 0.07
C -0.00460 -1.58084 1.52867 -0.44
N 0.79963 -0.96576 2.33446 -0.40
S 2.21519 -0.15728 1.79748 0.63
H -0.31172 1.57045 0.71991 0.09
H -1.81045 1.62513 -0.31192 0.10
H -1.64678 0.32739 0.89094 0.10
H -0.94936 1.49900 -2.51768 0.08
H 0.28286 0.30153 -2.89218 0.10
H 0.66001 1.70206 -1.80791 0.10
H 0.42371 -1.48075 -1.70305 0.13
H -0.83492 -2.08764 2.13909 0.13
H 2.64987 0.10160 3.08371 -0.14
```

Results
Max |F|, Eh/bohr: 0.06595
Calculated total energy, eV: -19597.8608
LUMO energy, eV: 0.68
HOMO-LUMO gap, eV: 8.8100
SMILES string: CN(C)/C=N\C=N/S
Spin multiplicity: 1
ΔE to the lowest compared entry with this formula, charge and spin, kcal per mole: 40.94



3.
Density functional theory data (ωB97M-V/def2-TZVPD) for a molecular structure, C13H33Br2InN2O2PS at a distorted geometry.

Geometry as XYZ:
```
55
Properties=species:S:1:pos:R:3:lowdin_charge:R:1
C 6.18919 -1.72070 -2.70005 -0.13
C 4.73970 -1.90382 -2.11467 -0.37
C 3.76579 -1.00039 -2.95113 -0.31
In 1.67782 -1.57891 -2.39472 0.55
P 1.71919 -4.15357 -2.20054 0.52
N 2.84203 -4.79893 -3.19249 -0.44
C 0.93086 -0.75431 -0.43819 -0.78
Br -0.99502 -1.21567 -0.21699 0.62
C 1.06591 0.78165 -0.23745 -0.86
C 0.09116 1.63548 -1.09982 -0.18
Br 2.92746 1.43548 -0.40699 0.67
S 0.03408 -1.12911 -4.29285 0.50
C -1.52220 -1.99720 -3.86552 -0.24
O 0.60095 -1.84940 -5.48870 -0.49
O -0.17033 0.32962 -4.56567 -0.48
H 6.18186 -2.21728 -3.68502 0.07
H 6.37287 -0.64782 -2.86707 0.06
H 6.93341 -2.19589 -2.03915 0.06
H 4.70128 -1.63174 -1.04136 0.08
H 4.50215 -2.97598 -2.23467 0.05
H 4.00839 0.05914 -2.78911 -0.01
H 3.96546 -1.27004 -4.00679 0.04
H 1.92592 -4.56475 -0.83747 -0.09
H 0.45822 -4.70850 -2.58936 -0.07
H 2.33197 -5.39002 -3.84323 -0.09
H 1.51601 -1.22601 0.37480 0.03
H 0.78754 0.99061 0.81564 0.06
H -0.92847 1.56782 -0.68450 0.04
H 0.38558 2.69428 -0.95838 0.06
H 0.13348 1.39580 -2.17485 0.06
H -2.23533 -1.37529 -3.29815 0.04
H -2.05280 -2.37033 -4.76351 0.06
H -1.30760 -2.88741 -3.24670 0.02
C -1.29967 3.42928 2.03783 -0.08
C -2.22646 3.27187 3.23339 -0.28
N -3.36698 2.40533 2.98610 -0.19
C -4.35331 2.44281 4.05720 -0.25
C -3.93985 1.92234 5.43707 -0.09
C -3.04836 1.07729 2.47618 -0.24
C -2.14977 0.17872 3.33111 -0.09
H -1.83305 3.83264 1.17526 0.08
H -0.49203 4.11989 2.28794 0.08
H -0.83510 2.48487 1.74924 0.05
H -2.60274 4.26701 3.49171 0.12
H -1.63298 2.93348 4.09571 0.10
H -5.24766 1.90434 3.73029 0.11
H -4.67649 3.48344 4.17147 0.11
H -3.92453 0.83414 5.47094 0.05
H -4.66939 2.24983 6.18272 0.07
H -2.96488 2.29636 5.75136 0.06
H -2.57907 1.19201 1.49525 0.08
H -3.98149 0.54703 2.26365 0.12
H -1.31433 0.72354 3.77397 0.07
H -1.72895 -0.61316 2.70827 0.03
H -2.70945 -0.30987 4.12795 0.05
```

Results
Max |F|, Eh/bohr: 0.04409
Calculated total energy, eV: -186473.6518
Net charge: -1
LUMO energy, eV: 2.42
HOMO-LUMO gap, eV: 6.8427
Spin multiplicity: 1



4.
Density functional theory data (ωB97M-V/def2-TZVPD) for C3H6N2O in the gas phase at a distorted geometry.

Geometry as XYZ:
```
12
Properties=species:S:1:pos:R:3:lowdin_charge:R:1
H 1.42975 -1.89884 1.56552 0.09
N 1.22598 -0.83674 1.43862 0.10
C 0.65348 -0.13468 0.51637 -0.52
C -0.01635 -0.55493 -0.79904 -0.09
C -1.10410 0.46626 -0.78537 -0.13
O -0.39551 1.51267 -0.01655 -0.14
N 0.64834 1.13580 0.66789 -0.03
H -0.09677 -1.69673 -0.70910 0.15
H 0.54968 -0.50479 -1.68152 0.09
H -1.54034 1.12507 -1.69358 0.17
H -1.97407 0.07750 -0.28761 0.10
H 0.61991 1.30942 1.78438 0.22
```

Results
Max |F|, Eh/bohr: 0.17708
Calculated total energy, eV: -8231.4491
LUMO energy, eV: 0.93
HOMO-LUMO gap, eV: 9.3113
SMILES string: [H]/N=C1\CCON1
Spin multiplicity: 1
ΔE to the lowest compared entry with this formula, charge and spin, kcal per mole: 121.06



5.
Density functional theory data (ωB97M-V/def2-TZVPD) for 4 unconnected molecules or ions with the total composition C32H58FNO8P at a distorted geometry.

Geometry as XYZ:
```
101
Properties=species:S:1:pos:R:3:lowdin_charge:R:1
C -2.29424 -6.25040 0.31666 -0.10
C -3.58676 -5.44845 -0.03058 -0.24
C -3.36482 -3.91860 0.00152 -0.22
C -2.98527 -3.29301 -1.36756 -0.20
C -1.50201 -2.85872 -1.48529 -0.21
C -0.59234 -4.01203 -1.92990 -0.20
C 0.84805 -3.50557 -2.25167 -0.18
C 1.77275 -3.72876 -1.02787 -0.19
C 2.69534 -2.51933 -0.75976 -0.20
C 2.25658 -1.72229 0.48065 -0.22
C 2.85777 -2.31739 1.76102 -0.20
C 2.66621 -1.40709 2.98321 -0.19
C 1.17933 -1.48054 3.43453 -0.17
C 0.56731 -0.17051 3.95391 -0.10
C 0.18728 0.79296 2.85712 -0.09
C 1.07879 1.30854 1.95983 0.03
N 0.70302 2.17585 1.03049 0.13
C -0.55399 2.61997 0.90715 -0.19
P -0.97309 3.88336 -0.46116 0.94
O 0.30348 4.89564 -0.31700 -0.27
O -0.61133 3.02928 -1.83532 -0.24
C -1.49258 2.13444 1.75412 -0.21
F -2.74302 2.52385 1.64800 0.15
C -1.11560 1.23151 2.72631 0.03
C -2.23322 0.75591 3.64292 -0.38
O -2.45658 1.20522 4.73406 0.22
O -3.05265 -0.22930 3.09490 0.02
O -2.17597 -1.27626 2.70789 0.03
H -2.51420 -7.01935 1.05713 0.07
H -1.86440 -6.71900 -0.57111 0.07
H -1.55886 -5.54259 0.70623 0.05
H -4.34452 -5.69465 0.71833 0.10
H -3.98228 -5.77337 -0.99536 0.10
H -2.62820 -3.65192 0.76997 0.09
H -4.31842 -3.47950 0.31620 0.10
H -3.58627 -2.38311 -1.48675 0.10
H -3.26794 -3.94971 -2.19461 0.11
H -1.20498 -2.47240 -0.50052 0.09
H -1.46215 -2.06975 -2.24406 0.11
H -0.53078 -4.72432 -1.10314 0.08
H -1.00972 -4.53117 -2.79667 0.12
H 1.19822 -4.06105 -3.12312 0.11
H 0.76193 -2.44021 -2.48563 0.09
H 1.18799 -3.99060 -0.13867 0.10
H 2.36338 -4.62133 -1.26014 0.11
H 2.64170 -1.86676 -1.63934 0.09
H 3.74560 -2.81683 -0.68442 0.11
H 2.69734 -0.71829 0.35816 0.10
H 1.16467 -1.63643 0.50140 0.10
H 3.92247 -2.51738 1.61894 0.12
H 2.35661 -3.26898 1.97823 0.12
H 3.26547 -1.84024 3.79049 0.11
H 3.05048 -0.39492 2.83341 0.09
H 0.56586 -1.94229 2.65564 0.10
H 1.14957 -2.18829 4.26809 0.12
H 1.24581 0.30769 4.66729 0.15
H -0.33427 -0.43288 4.50960 0.12
H 2.12621 1.04453 1.97902 0.14
H 1.41716 2.51674 0.39371 0.17
H 1.11216 4.44368 -0.61109 0.03
H 0.15448 2.47022 -1.63241 0.05
H -2.21871 -1.34390 1.73904 0.11
C 4.25544 -0.74884 -5.57679 -0.16
C 4.84065 -0.01856 -4.37449 -0.17
C 3.58723 0.49599 -3.68269 -0.22
O 2.54739 -0.44596 -3.96029 -0.17
C 2.98660 -1.34581 -4.99010 -0.20
H 4.92000 -1.49912 -6.00129 0.12
H 4.00460 -0.03201 -6.36193 0.12
H 5.36214 -0.72749 -3.72659 0.11
H 5.53680 0.77618 -4.63818 0.11
H 3.28205 1.46853 -4.08538 0.11
H 3.71250 0.59098 -2.60060 0.10
H 3.18342 -2.31892 -4.52719 0.11
H 2.19613 -1.46772 -5.73044 0.12
C 4.04548 7.16887 -0.19943 -0.16
C 5.22489 6.30030 0.22910 -0.16
C 4.52910 5.14794 0.94117 -0.19
O 3.24876 4.98590 0.30385 -0.18
C 3.00381 6.12262 -0.54472 -0.22
H 4.26792 7.83613 -1.02960 0.12
H 3.70390 7.77455 0.64265 0.12
H 5.75298 5.93054 -0.65268 0.12
H 5.94240 6.81685 0.86351 0.12
H 4.35581 5.37824 1.99662 0.12
H 5.08837 4.21379 0.87698 0.12
H 3.10683 5.79248 -1.58512 0.13
H 1.98759 6.47773 -0.39186 0.10
C -6.22299 2.22130 2.12886 -0.18
C -7.68716 1.82780 2.27472 -0.17
C -8.24100 2.18215 0.90263 -0.20
O -7.16742 2.00313 -0.02957 -0.13
C -5.94340 1.83916 0.68214 -0.22
H -5.56035 1.72264 2.83704 0.10
H -6.11240 3.30077 2.25998 0.12
H -7.76775 0.75165 2.44548 0.12
H -8.20207 2.33967 3.08595 0.11
H -8.55795 3.22899 0.85970 0.12
H -9.08266 1.55355 0.61209 0.12
H -5.64150 0.78718 0.60127 0.11
H -5.17000 2.45890 0.22314 0.11
```

Results
Max |F|, Eh/bohr: 0.04601
Calculated total energy, eV: -63991.1992
Net charge: +1
LUMO energy, eV: -4.61
HOMO-LUMO gap, eV: 6.4900
Spin multiplicity: 1
ΔE to the lowest compared entry with this formula, charge and spin, kcal per mole: 15.19



Copy entry 1 word for word.
Density functional theory data (ωB97M-V/def2-TZVPD) for a gas-phase ion, C2H6O2PS2 (charge -1) at a distorted geometry.

Geometry as XYZ:
```
13
Properties=species:S:1:pos:R:3:lowdin_charge:R:1
C -2.66929 -0.73830 0.65450 -0.51
S -1.95972 -0.57722 -1.00008 0.52
P -0.09523 0.37167 -0.37876 -0.05
O -0.22204 0.67549 1.07056 -0.48
O 0.34036 1.48282 -1.34355 -0.47
S 1.49222 -1.15210 -0.29291 0.48
C 2.59182 0.33026 -0.42849 -0.52
H -2.76128 -1.71835 1.07223 0.01
H -3.46520 -0.07812 0.84783 0.00
H -1.82441 -0.27125 1.22482 -0.01
H 3.68321 -0.03755 -0.26784 0.05
H 2.23555 1.11668 0.25440 0.02
H 2.65402 0.59597 -1.41270 -0.04
```

Results
Max |F|, Eh/bohr: 0.07832
Calculated total energy, eV: -37229.0678
Net charge: -1
LUMO energy, eV: 3.42
HOMO-LUMO gap, eV: 7.9846
SMILES string: CSP(=O)([O-])SC
Spin multiplicity: 1
ΔE to the lowest compared entry with this formula, charge and spin, kcal per mole: 0.98